(1)
Computed, not measured: an isolated molecule of C19H21NO2, with ωB97M-V with the def2-TZVPD basis set.

The calculation puts the relative energy (zero: lowest compared OMol25 entry of this formula, charge and spin) at 12.08 kcal/mol. The value obtained for the HOMO energy is -8.57 eV. As for the net charge: 0.

Atoms and positions in Å:
O -3.187944 -1.134435 -0.135968
C -2.052551 -0.703135 -0.067843
C -1.121712 -0.670635 -1.271061
C -1.864793 -1.053961 -2.547920
C -0.953473 -1.101315 -3.777209
O -0.432638 0.170235 -4.112894
C 0.711468 0.642299 -3.545844
C 1.664115 -0.110080 -2.864904
C 2.795511 0.502592 -2.352893
C 3.001852 1.860054 -2.511715
C 2.064515 2.610951 -3.203984
C 0.932632 2.011763 -3.715079
N -1.540977 -0.224158 1.091464
C -2.378830 -0.165741 2.270942
C -1.779041 -1.047929 3.360140
C -0.361272 -0.631071 3.625608
C 0.238229 -0.881498 4.854372
C 1.541887 -0.496366 5.100330
C 2.264456 0.153273 4.112566
C 1.677092 0.406147 2.888232
C 0.366959 0.016510 2.633195
C -0.217560 0.321382 1.273854
H -0.703815 0.332658 -1.374061
H -0.304033 -1.374533 -1.092759
H -2.660719 -0.329185 -2.724567
H -2.330271 -2.031406 -2.416713
H -1.545568 -1.394591 -4.649292
H -0.157240 -1.840578 -3.642910
H 1.544099 -1.173732 -2.728222
H 3.523090 -0.096884 -1.824569
H 3.885474 2.328318 -2.105721
H 2.215603 3.671245 -3.342815
H 0.193576 2.582185 -4.255607
H -3.374385 -0.507899 1.984923
H -2.435791 0.872347 2.619219
H -2.372521 -0.979398 4.273114
H -1.797147 -2.089773 3.026370
H -0.331420 -1.384042 5.622921
H 1.993793 -0.697964 6.059938
H 3.282781 0.460871 4.296868
H 2.236037 0.912277 2.113538
H 0.461896 -0.075971 0.517557
H -0.246394 1.416276 1.146031

Forces on atoms 1 to 2 (eV/Å):
O -0.290 -0.146 -0.185
C 0.315 0.037 -0.225

Atom charges from the Mulliken analysis, given in e for atoms 1 to 8: atom 1 (O): -0.71, atom 2 (C): 0.50, atom 3 (C): -0.27, atom 4 (C): -0.60, atom 5 (C): -0.63, atom 6 (O): -0.44, atom 7 (C): 0.51, atom 8 (C): -0.05


(2)
Computed, not measured: a structure of composition C5H11BaClNPrSe, with ωB97M-V with the def2-TZVPD basis set.

The calculation puts the relative energy (zero: lowest compared OMol25 entry of this formula, charge and spin) at 7.61 kcal/mol. Its multiplicity is 3. The value obtained for the HOMO energy (alpha / beta) is -0.07 / -0.12 eV. As for the net charge: -2.

Atoms and positions in Å:
Pr 1.656731 0.585021 0.515843
Cl 1.143206 -2.022122 -0.375989
C 2.219131 0.953347 -1.557460
H 3.008263 1.642409 -1.470441
H 1.565920 1.345158 -2.318595
H 2.647664 0.081478 -2.028726
Ba -1.475459 -0.731812 0.030632
C -2.396449 -1.393085 2.594620
C -3.313970 -0.845959 -1.990657
C -0.516375 1.813052 0.247721
H -3.152946 0.230233 -2.040361
H -2.513263 -1.477071 -2.404723
H -3.888261 -1.245992 -1.163380
H -2.210827 -0.361844 2.890005
H -3.272636 -1.637880 2.008952
H -1.546538 -2.085795 2.595227
H -0.838672 2.444466 -0.652304
H -0.919608 2.087254 1.260853
Se 5.585829 1.285324 1.909342
C 4.484331 0.079552 1.197575
N 3.733929 -0.745732 0.751865

Forces on atoms 1 to 2 (eV/Å):
Pr -1.861 0.753 1.798
Cl -0.047 -0.299 -0.007

Atom charges from the Mulliken analysis, given in e for atoms 1 to 8: atom 1 (Pr): 0.55, atom 2 (Cl): -0.68, atom 3 (C): -1.21, atom 4 (H): 0.38, atom 5 (H): 0.35, atom 6 (H): 0.33, atom 7 (Ba): 1.65, atom 8 (C): -1.56


(3)
Computed, not measured: a structure of composition C17H20O5, with ωB97M-V with the def2-TZVPD basis set.

The calculation puts the relative energy (zero: lowest compared OMol25 entry of this formula, charge and spin) at 103.27 kcal/mol. The value obtained for the HOMO energy is -8.70 eV. As for the net charge: 0.

Atoms and positions in Å:
O -0.391263 -2.210369 -3.237331
C 4.994619 2.546498 -3.751281
C 4.964776 1.814984 -2.812790
O -2.350739 2.298124 1.182550
O -2.169530 -2.560434 1.896100
O -3.416609 0.196088 2.577342
O 1.499732 -2.461472 -1.895507
C 0.422978 -1.835336 -2.415818
C -1.004642 0.893924 -0.101211
C -0.991531 -1.520587 0.262497
C -1.863459 1.081563 0.919017
C -1.906801 -1.327299 1.281836
C -2.415991 -0.010311 1.579517
C -0.484723 -0.394543 -0.421737
C -2.067869 2.923636 2.408136
C -3.396162 -2.633662 2.539538
C -4.732194 0.553845 2.040942
C 5.160602 0.804014 -1.792466
C 3.910776 0.178930 -1.209036
C 3.222819 -0.924703 -1.950327
C 0.587123 -0.596229 -1.494679
C 1.930846 -1.397301 -1.160716
H 5.115025 3.377077 -4.390593
H -0.695545 1.738603 -0.719612
H -0.736633 -2.556069 0.068666
H -2.922652 2.887770 3.089927
H -1.113398 2.602104 2.872344
H -1.773568 4.042421 2.259693
H -4.136799 -2.133606 1.915104
H -3.324430 -2.171290 3.557296
H -3.660006 -3.605129 2.741524
H -4.973800 0.049789 1.120574
H -4.732324 1.664202 1.958741
H -5.419911 0.228943 2.742787
H 5.729750 0.000659 -2.355719
H 5.815606 1.249271 -1.070434
H 4.311418 -0.162640 -0.230449
H 3.291416 0.978752 -0.957358
H 2.973614 -0.584089 -2.923467
H 3.903944 -1.783377 -2.155647
H 0.856206 0.393331 -1.934808
H 1.989331 -1.636082 -0.033147

Forces on atoms 1 to 2 (eV/Å):
O 2.017 0.535 1.698
C 0.028 1.012 -0.240

Atom charges from the Mulliken analysis, given in e for atoms 1 to 8: atom 1 (O): -0.62, atom 2 (C): 0.07, atom 3 (C): -0.73, atom 4 (O): -0.47, atom 5 (O): -0.42, atom 6 (O): -0.51, atom 7 (O): -0.42, atom 8 (C): 0.24


(4)
Computed, not measured: a structure of composition C10H24INO4SSi2, with ωB97M-V with the def2-TZVPD basis set.

The value obtained for the HOMO energy is -8.94 eV. As for the net charge: 0.

Atoms and positions in Å:
C 0.200826 -2.601662 1.098213
C -1.040665 -2.348332 0.291475
O -1.279269 -2.981772 -0.717458
N -1.926561 -1.381048 0.827005
C -3.330844 -1.820658 0.733864
Si -1.652374 0.262997 0.240282
C 0.048710 0.398241 -0.506403
C 0.193212 -0.261375 -1.901652
C 1.280036 0.463539 -2.713560
S 2.405960 -0.685451 -3.594995
C -2.907225 0.707675 -1.120320
C -3.918379 1.728564 -0.696373
O -3.745667 2.912425 -0.852770
I -5.749208 1.127799 0.271041
O -1.927231 1.228708 1.559506
Si -1.469236 2.832416 1.595506
H 0.987067 -1.895175 0.876228
H -0.044178 -2.491682 2.143566
H 0.541042 -3.607605 0.933981
H -3.487147 -2.609144 1.457411
H -3.573691 -2.222503 -0.239928
H -3.981306 -1.014470 1.021795
H 0.401700 1.414310 -0.597176
H 0.764935 -0.097060 0.129766
H -0.724391 -0.212839 -2.466282
H 0.523841 -1.272966 -1.789170
H 1.930074 1.036592 -2.075563
H 0.848349 1.083620 -3.478584
H 1.610479 -1.749560 -3.733811
H -2.365204 1.177513 -1.924761
H -3.393660 -0.168227 -1.531220
H -0.428583 2.979593 2.637384
H -0.883254 3.283999 0.319005
H -2.587734 3.719144 1.954096
C 5.157208 0.566391 1.537276
C 3.649676 0.544947 1.370586
O 3.247466 -0.308513 0.297779
H 5.635653 0.895532 0.615057
H 5.452852 1.236891 2.344977
H 5.534413 -0.433236 1.764289
H 3.278389 1.539393 1.127520
H 3.165989 0.219339 2.298148
H 3.557934 -1.196346 0.494272

Forces on atoms 1 to 2 (eV/Å):
C -0.312 0.067 0.344
C 0.163 -0.483 -0.514

Atom charges from the Mulliken analysis, given in e for atoms 1 to 8: atom 1 (C): -0.92, atom 2 (C): 0.42, atom 3 (O): -0.59, atom 4 (N): 0.41, atom 5 (C): -1.03, atom 6 (Si): 0.39, atom 7 (C): -0.65, atom 8 (C): -0.25


(5)
Computed, not measured: a structure of composition C23H41FN2O6SSi2, with ωB97M-V with the def2-TZVPD basis set.

The value obtained for the HOMO energy is -8.44 eV. As for the net charge: 0.

Atoms and positions in Å:
C -5.767436 -5.463733 0.199404
C -4.959720 -4.739250 -0.861158
O -4.710674 -3.390757 -0.502574
C -5.791443 -2.498257 -0.720188
C -6.205503 -1.795219 0.579250
O -6.207271 -0.385621 0.464685
C -4.911098 0.173865 0.548466
C -4.953446 1.559921 -0.071833
O -3.658291 2.069476 -0.304722
C -3.078235 1.724493 -1.557733
Si -1.568190 0.623428 -1.449943
O -1.967568 -0.670300 -0.511910
C -1.052434 0.080848 -3.174555
S -0.833581 -1.701694 -3.366243
C -2.565345 -2.234011 -3.390437
C -2.615620 -3.712662 -3.747505
O -0.267777 1.401329 -0.795841
Si -0.255582 2.332559 0.568353
O 1.345378 2.630233 0.887519
C -1.107473 1.588225 2.052693
C -0.801682 0.149123 2.493703
C 0.631484 -0.300259 2.337789
F 0.881814 -0.667851 1.006664
H -6.738409 -4.984920 0.332144
H -5.237163 -5.423901 1.149378
H -5.929698 -6.503915 -0.079291
H -3.980821 -5.202686 -0.980702
H -5.466333 -4.782272 -1.831983
H -6.644610 -3.040348 -1.136213
H -5.490549 -1.741847 -1.452219
H -5.520465 -2.114228 1.370097
H -7.224622 -2.061513 0.855041
H -4.171070 -0.450567 0.042674
H -4.608822 0.256471 1.599968
H -5.445157 2.254080 0.608972
H -5.545116 1.530355 -0.992377
H -2.801617 2.651388 -2.072970
H -3.803795 1.222363 -2.211403
H -1.246571 -1.317946 -0.487260
H -0.080403 0.523090 -3.396315
H -1.740522 0.461414 -3.934273
H -3.019577 -2.054834 -2.416897
H -3.075560 -1.638908 -4.148176
H -2.341703 -3.868068 -4.789166
H -3.612104 -4.112578 -3.569613
H -1.910908 -4.273735 -3.132603
H -0.900507 3.632133 0.298620
H 1.891670 2.010049 0.386230
H -2.178864 1.691531 1.858119
H -0.888461 2.271829 2.878953
H -1.446720 -0.553172 1.968109
H -1.045412 0.036551 3.553415
H 1.333861 0.496816 2.586456
H 0.847335 -1.164928 2.964479
N 5.949727 2.490129 -0.556880
C 4.757226 2.794060 -0.049153
C 4.279277 4.089394 0.081945
C 5.095058 5.129587 -0.334381
C 6.339180 4.831927 -0.866787
C 6.717888 3.501200 -0.957193
H 4.160226 1.948249 0.276622
H 3.300620 4.269516 0.504544
H 4.765034 6.156573 -0.245365
H 7.006963 5.612515 -1.204684
H 7.684769 3.229003 -1.366687
N 9.838359 1.579455 3.325679
C 10.025206 0.275376 3.513034
C 9.278453 -0.706351 2.878402
C 8.280843 -0.312711 2.000943
C 8.071359 1.041318 1.794082
C 8.876030 1.940345 2.479355
H 10.813642 0.004251 4.206933
H 9.478169 -1.752053 3.069677
H 7.676595 -1.047736 1.484520
H 7.305031 1.395862 1.117767
H 8.742732 3.008499 2.342548

Forces on atoms 1 to 2 (eV/Å):
C 0.042 0.149 -0.044
C -0.030 0.012 0.037

Atom charges from the Mulliken analysis, given in e for atoms 1 to 8: atom 1 (C): -1.21, atom 2 (C): -0.42, atom 3 (O): -0.23, atom 4 (C): -0.50, atom 5 (C): -0.66, atom 6 (O): -0.47, atom 7 (C): 0.46, atom 8 (C): -0.77


> What is the formula in the first record?

C19H21NO2


> Look up the net charge of the third one.

0


> Look up the net charge of the third one.

0


What did the second record say?
Computed, not measured: a structure of composition C5H11BaClNPrSe, with ωB97M-V with the def2-TZVPD basis set.

The calculation puts the relative energy (zero: lowest compared OMol25 entry of this formula, charge and spin) at 7.61 kcal/mol. Its multiplicity is 3. The value obtained for the HOMO energy (alpha / beta) is -0.07 / -0.12 eV. As for the net charge: -2.

Atoms and positions in Å:
Pr 1.656731 0.585021 0.515843
Cl 1.143206 -2.022122 -0.375989
C 2.219131 0.953347 -1.557460
H 3.008263 1.642409 -1.470441
H 1.565920 1.345158 -2.318595
H 2.647664 0.081478 -2.028726
Ba -1.475459 -0.731812 0.030632
C -2.396449 -1.393085 2.594620
C -3.313970 -0.845959 -1.990657
C -0.516375 1.813052 0.247721
H -3.152946 0.230233 -2.040361
H -2.513263 -1.477071 -2.404723
H -3.888261 -1.245992 -1.163380
H -2.210827 -0.361844 2.890005
H -3.272636 -1.637880 2.008952
H -1.546538 -2.085795 2.595227
H -0.838672 2.444466 -0.652304
H -0.919608 2.087254 1.260853
Se 5.585829 1.285324 1.909342
C 4.484331 0.079552 1.197575
N 3.733929 -0.745732 0.751865

Forces on atoms 1 to 2 (eV/Å):
Pr -1.861 0.753 1.798
Cl -0.047 -0.299 -0.007

Atom charges from the Mulliken analysis, given in e for atoms 1 to 8: atom 1 (Pr): 0.55, atom 2 (Cl): -0.68, atom 3 (C): -1.21, atom 4 (H): 0.38, atom 5 (H): 0.35, atom 6 (H): 0.33, atom 7 (Ba): 1.65, atom 8 (C): -1.56